(1)
{
  "formula": "C28H37BCl3F16N2O5",
  "method": "the ωB97M-V functional and the def2-TZVPD basis",
  "homo_energy_ev": -11.5,
  "multiplicity": 1,
  "e_lumo_ev": -4.3438,
  "fmax_ev_per_a": 2.230,
  "orbital_gap_ha": 0.262,
  "charge": 1,
  "species": ["C", "O", "C", "C", "C", "C", "C", "C", "C", "C", "C", "B", "O", "N", "C", "C", "C", "Cl", "C", "C", "C", "C", "O", "N", "Cl", "C", "Cl", "H", "H", "H", "H", "H", "H", "H", "H", "H", "H", "H", "H", "H", "H", "H", "H", "H", "H", "H", "H", "H", "H", "H", "H", "H", "H", "H", "H", "H", "C", "C", "C", "F", "F", "F", "F", "O", "C", "C", "F", "F", "F", "F", "H", "H", "H", "H", "C", "C", "C", "F", "F", "F", "F", "O", "C", "C", "F", "F", "F", "F", "H", "H", "H", "H"],
  "xyz": [[5.3604, 1.1402, 4.0058], [4.2403, 1.2481, 3.1658], [3.2617, 2.1102, 3.7268], [1.9872, 1.9841, 2.9047], [1.2049, 3.2942, 2.8433], [0.2660, 3.3840, 1.6426], [-1.0449, 2.5833, 1.8376], [-1.3386, 1.7433, 0.5924], [-2.8396, 1.4726, 0.3173], [-3.7139, 1.4123, 1.5417], [-3.5308, 0.4178, 2.5297], [-2.4227, -0.7532, 2.3649], [-2.8352, -1.9134, 1.7581], [-1.0477, -0.6094, 2.7462], [-0.8793, -0.5100, 4.2202], [-0.2085, -1.6831, 2.2103], [-4.3530, 0.4173, 3.6483], [-4.1421, -0.8064, 4.8402], [-5.3742, 1.3639, 3.8193], [-6.2354, 1.3574, 5.0309], [-5.5264, 2.1884, 6.1557], [-4.5419, 3.2275, 5.7450], [-5.8916, 3.4937, 6.3015], [-5.5482, 2.2767, 2.8422], [-6.8132, 3.4003, 3.0041], [-4.7492, 2.3262, 1.7279], [-5.1141, 3.5467, 0.5997], [6.1253, 0.5524, 3.5093], [5.7795, 2.1198, 4.2486], [5.1083, 0.6215, 4.9357], [3.1056, 1.7880, 4.7610], [3.6602, 3.1301, 3.7183], [2.2889, 1.6528, 1.9142], [1.3821, 1.2316, 3.4076], [0.7061, 3.5156, 3.7868], [1.9448, 4.0897, 2.7269], [0.8095, 3.0075, 0.7794], [0.0469, 4.4366, 1.4735], [-0.8812, 1.9675, 2.7161], [-1.8578, 3.2764, 2.0671], [-0.9240, 2.2518, -0.2697], [-0.8428, 0.7848, 0.7097], [-2.9558, 0.5731, -0.2856], [-3.1923, 2.2783, -0.3119], [-3.7822, -2.0335, 1.8925], [-1.4120, 0.3743, 4.5645], [0.1799, -0.4353, 4.4396], [-1.3163, -1.3837, 4.7022], [0.8473, -1.4699, 2.3585], [-0.4377, -2.6599, 2.6403], [-0.3650, -1.7708, 1.1376], [-6.2892, 0.3764, 5.4776], [-7.1968, 1.8267, 4.8816], [-5.2838, 1.6453, 7.0552], [-4.6866, 3.8388, 4.8658], [-3.7412, 3.4900, 6.4199], [-2.1737, -1.6768, -4.7131], [-1.4867, -3.0391, -4.9292], [-1.4909, -4.0275, -3.7567], [-0.8305, -3.5469, -2.6843], [-0.8671, -5.1624, -4.1429], [-0.2286, -2.8370, -5.3720], [-2.1664, -3.6594, -5.9306], [-1.3366, -0.5662, -4.4015], [-0.9710, -0.2879, -3.1096], [0.5430, -0.3837, -2.9040], [0.9760, -1.6212, -3.2062], [0.8335, -0.1329, -1.6048], [-1.6529, -1.0525, -2.2295], [-1.3257, 0.9948, -2.8544], [-2.6008, -1.4196, -5.6808], [-3.0171, -1.7527, -4.0282], [-2.5160, -4.2757, -3.4670], [1.0678, 0.3358, -3.5354], [3.9736, -3.0831, -5.8517], [5.1799, -4.0272, -6.0172], [6.1721, -4.1433, -4.8557], [6.7781, -2.9693, -4.5943], [7.1324, -5.0340, -5.1930], [5.8362, -3.7182, -7.1547], [4.6590, -5.2759, -6.1855], [4.0631, -1.7939, -6.4465], [4.6462, -0.7465, -5.7752], [5.8763, -0.2031, -6.5077], [6.8106, -1.1592, -6.6474], [6.4081, 0.8064, -5.7815], [4.9164, -1.0690, -4.4963], [3.7360, 0.2571, -5.7307], [3.1607, -3.5639, -6.3928], [3.6409, -3.0216, -4.8161], [5.6693, -4.5001, -3.9523], [5.5952, 0.1671, -7.4958]],
  "atomic_forces_ev_per_a": [[0.20, -0.15, 0.14], [-0.15, -0.03, -0.11], [0.43, -0.45, -0.19], [-0.03, 0.29, 0.84], [0.68, 0.32, -0.52], [-0.28, -0.01, 0.75], [0.67, 0.46, -0.43], [-0.53, -0.31, 0.66], [0.20, 0.49, -0.16], [-0.31, -0.13, 0.27], [0.21, 0.02, 0.35], [0.54, 0.07, -0.33], [-0.32, 0.32, 0.35], [-0.63, -0.72, 0.46], [-0.25, 0.43, -0.90], [0.12, -0.10, -0.36], [-0.37, 0.67, -0.49], [-0.03, -0.06, 0.11], [-0.07, -0.99, 0.31], [0.71, 0.88, 1.27], [0.74, -0.34, -1.97], [-1.58, 1.25, 0.96], [-0.18, 0.36, 1.22], [0.25, -0.23, -0.18], [0.03, 0.07, 0.00], [0.18, -0.08, -0.15], [0.12, -0.05, -0.01], [-0.01, -0.02, -0.22], [0.02, 0.10, 0.03], [-0.08, 0.07, 0.14], [-0.14, 0.27, 0.19], [-0.10, 0.13, 0.10], [-0.15, -0.08, -0.15], [-0.15, -0.38, -0.44], [-0.22, -0.10, 0.07], [0.02, 0.11, 0.00], [0.02, 0.03, -0.18], [-0.11, 0.05, -0.24], [-0.33, -0.37, 0.07], [-0.09, 0.05, -0.03], [-0.04, -0.08, -0.27], [0.33, 0.02, -0.16], [-0.05, -0.24, 0.13], [-0.16, 0.10, -0.11], [-0.06, -0.14, -0.53], [0.13, 0.14, 0.24], [0.08, 0.07, 0.19], [0.23, -0.13, 0.25], [0.06, 0.16, 0.18], [-0.01, -0.04, 0.16], [-0.01, 0.03, -0.09], [-0.45, -0.41, -0.52], [-0.28, -0.33, -0.11], [-0.08, -0.19, 0.26], [1.16, -0.81, -0.90], [0.14, 0.00, -0.01], [-0.42, 0.28, -0.21], [0.36, 0.42, -0.05], [-0.05, -0.40, -0.05], [0.00, 0.16, -0.01], [-0.03, 0.07, -0.06], [0.07, -0.08, 0.11], [-0.22, -0.05, 0.09], [0.41, -0.40, 0.28], [-0.65, -0.08, -0.44], [0.37, 0.03, -0.10], [-0.03, -0.03, 0.09], [-0.13, 0.00, 0.04], [0.17, 0.01, 0.18], [0.04, 0.12, 0.08], [0.12, 0.00, -0.05], [0.13, -0.13, 0.19], [-0.01, 0.05, -0.02], [-0.10, 0.06, -0.01], [-0.58, -0.01, 0.10], [-0.02, 0.38, -0.50], [0.13, -0.29, 0.16], [-0.09, 0.08, -0.07], [-0.08, 0.00, -0.04], [0.08, 0.02, 0.07], [-0.05, -0.07, 0.23], [0.68, -0.02, 0.04], [-0.59, -0.46, 0.19], [0.19, 0.15, -0.17], [-0.04, -0.06, 0.08], [-0.08, 0.00, 0.02], [0.18, 0.10, -0.04], [-0.02, 0.15, -0.05], [0.08, -0.02, -0.11], [0.24, 0.01, 0.11], [-0.03, 0.03, -0.02], [-0.07, 0.01, 0.03]]
}

---

(2)
{
  "formula": "C28H37Br2FeGeN3O6SSe",
  "method": "the ωB97M-V functional and the def2-TZVPD basis",
  "homo_energy_ev": -7.3,
  "multiplicity": 1,
  "e_lumo_ev": -0.1434,
  "fmax_ev_per_a": 0.551,
  "e_above_lowest_kj_mol": 14.0,
  "orbital_gap_ha": 0.262,
  "species": ["Fe", "O", "C", "C", "C", "C", "C", "C", "C", "O", "N", "O", "O", "H", "H", "H", "H", "Br", "C", "C", "C", "Br", "C", "C", "C", "C", "N", "C", "C", "O", "H", "H", "H", "H", "C", "C", "C", "S", "O", "C", "C", "C", "H", "H", "H", "H", "H", "H", "H", "H", "H", "H", "H", "H", "H", "H", "N", "C", "H", "C", "Ge", "C", "C", "C", "Se", "C", "H", "H", "H", "H", "H", "H", "H", "H", "H", "H", "H", "H", "H", "H"],
  "xyz": [[-1.1945, -1.2301, 0.0146], [0.6754, -1.1421, 0.9828], [0.9036, -0.5302, 2.0299], [0.0304, 0.3462, 2.7458], [0.4513, 0.8102, 3.9966], [-0.3651, 1.6281, 4.7306], [-1.6301, 2.0150, 4.2435], [-2.0540, 1.5934, 3.0193], [-1.2389, 0.7491, 2.2034], [-1.6029, 0.4201, 1.0364], [0.0769, 2.0983, 6.0310], [1.1842, 1.7644, 6.4172], [-0.6757, 2.8202, 6.6608], [1.8853, -0.6977, 2.5017], [1.4172, 0.5242, 4.3934], [-2.2494, 2.6494, 4.8615], [-3.0218, 1.8805, 2.6300], [-6.1513, -1.0840, -0.8969], [-5.1955, -1.9196, 0.5021], [-5.8960, -2.5967, 1.5025], [-5.2365, -3.2363, 2.5181], [-6.2418, -4.1556, 3.8399], [-3.8257, -3.2235, 2.5750], [-3.0392, -3.8906, 3.5407], [-1.6773, -3.8312, 3.4614], [-1.0751, -3.0823, 2.4382], [-1.7727, -2.4277, 1.5400], [-3.1339, -2.5053, 1.5740], [-3.8038, -1.8407, 0.4859], [-3.1151, -1.2461, -0.4160], [-6.9765, -2.6185, 1.4628], [-3.5264, -4.4544, 4.3243], [-1.0522, -4.3460, 4.1774], [0.0015, -3.0160, 2.3606], [-3.9129, 2.6268, -0.5575], [-3.2583, 3.0321, -1.8746], [-2.5274, 1.8627, -2.5274], [-1.0567, 1.4156, -1.5577], [-0.9813, -0.0925, -1.6578], [0.2850, 2.0065, -2.6349], [0.9093, 3.3018, -2.1243], [1.3827, 3.2117, -0.6751], [-4.3078, 3.4958, -0.0306], [-3.1992, 2.1217, 0.0970], [-4.7334, 1.9294, -0.7333], [-2.5615, 3.8617, -1.7169], [-4.0104, 3.3983, -2.5772], [-2.2414, 2.0587, -3.5605], [-3.1255, 0.9495, -2.4866], [-0.0837, 2.0927, -3.6571], [0.9994, 1.1814, -2.5902], [0.2122, 4.1345, -2.2515], [1.7645, 3.5205, -2.7686], [0.5482, 3.1958, 0.0258], [2.0192, 4.0596, -0.4224], [1.9615, 2.2976, -0.5157], [-1.1782, -3.5428, -1.9561], [-1.0459, -2.7119, -1.1595], [-1.3499, -4.2330, -2.6521], [4.7428, 1.9169, -2.3933], [5.2637, 0.0741, -2.8157], [6.2248, 0.0222, -4.5271], [6.3784, -0.6607, -1.3852], [3.6057, -0.9836, -2.9547], [2.6046, -0.9803, -1.2625], [2.5326, -2.8997, -0.9994], [5.6178, 2.5387, -2.2026], [4.1142, 1.9347, -1.5016], [4.1858, 2.3558, -3.2227], [7.1388, 0.6141, -4.4701], [5.6083, 0.4229, -5.3323], [6.4987, -1.0020, -4.7820], [7.2934, -0.0773, -1.2785], [6.6555, -1.6932, -1.6012], [5.8368, -0.6363, -0.4401], [3.8296, -2.0203, -3.2071], [2.9574, -0.5885, -3.7376], [3.5383, -3.3064, -0.9218], [1.9951, -3.3699, -1.8199], [1.9950, -3.0597, -0.0684]],
  "atomic_forces_ev_per_a": [[-0.26, -0.20, 0.44], [-0.15, 0.04, -0.48], [0.07, -0.03, 0.05], [-0.14, -0.03, -0.03], [-0.01, 0.04, 0.08], [-0.02, -0.11, -0.10], [0.00, -0.01, 0.01], [0.00, 0.05, 0.00], [0.40, -0.02, -0.10], [-0.48, -0.20, 0.19], [0.11, 0.16, 0.05], [-0.04, -0.05, 0.00], [-0.02, -0.05, 0.00], [0.02, 0.03, -0.04], [0.00, 0.00, 0.00], [0.00, 0.00, 0.00], [0.00, 0.01, 0.00], [-0.01, 0.01, 0.00], [0.08, 0.04, -0.03], [-0.02, -0.04, 0.06], [-0.05, -0.01, 0.00], [0.01, 0.01, -0.02], [0.05, 0.02, -0.03], [0.04, 0.01, -0.01], [-0.05, -0.03, 0.04], [0.05, 0.09, -0.01], [-0.15, 0.10, -0.04], [-0.08, -0.06, 0.00], [-0.08, 0.07, 0.05], [0.17, 0.03, -0.17], [0.00, 0.00, 0.00], [0.00, 0.01, 0.01], [0.00, 0.00, 0.00], [0.00, -0.01, -0.01], [0.01, 0.01, 0.01], [-0.01, 0.00, 0.00], [0.04, -0.01, 0.10], [-0.06, 0.35, -0.11], [0.38, -0.25, 0.07], [-0.12, -0.07, 0.02], [0.02, -0.01, 0.00], [0.03, -0.01, -0.01], [-0.02, 0.01, -0.01], [-0.02, 0.02, -0.01], [0.01, -0.02, -0.01], [0.01, 0.00, 0.00], [0.00, 0.01, 0.01], [0.02, -0.01, 0.00], [-0.01, -0.01, 0.02], [0.04, -0.02, -0.01], [0.00, -0.01, 0.05], [-0.01, 0.00, 0.04], [-0.02, 0.02, -0.03], [0.00, -0.01, 0.00], [-0.01, 0.00, 0.00], [0.00, 0.01, 0.00], [0.11, -0.10, 0.04], [0.08, 0.16, 0.03], [-0.01, 0.01, 0.00], [0.02, -0.07, 0.00], [-0.03, -0.01, 0.01], [-0.05, -0.01, 0.08], [-0.04, 0.03, -0.07], [0.07, 0.05, 0.06], [0.14, 0.12, -0.19], [-0.02, -0.03, -0.02], [0.01, 0.00, -0.01], [0.01, 0.00, 0.00], [-0.01, 0.00, 0.00], [0.00, 0.01, 0.01], [-0.01, 0.00, 0.00], [0.00, 0.00, 0.00], [0.00, 0.00, 0.00], [0.00, 0.00, -0.01], [-0.01, 0.00, 0.00], [0.03, 0.00, 0.03], [0.00, -0.03, -0.01], [0.00, 0.00, 0.01], [0.00, 0.00, 0.00], [-0.01, -0.01, 0.00]]
}

---

(3)
{
  "formula": "C28H37Cl2CrN6O10PS",
  "method": "the ωB97M-V functional and the def2-TZVPD basis",
  "s2": 4.0714,
  "homo_energy_ev": [-10.7, -10.7],
  "multiplicity": 4,
  "e_lumo_ev": [-3.6204, -2.8020],
  "fmax_ev_per_a": 1.325,
  "e_above_lowest_kj_mol": 234.8,
  "orbital_gap_ha": [0.260, 0.290],
  "charge": 1,
  "species": ["Cr", "C", "C", "C", "C", "C", "C", "C", "C", "C", "C", "H", "H", "H", "H", "H", "H", "H", "H", "H", "H", "H", "H", "H", "H", "H", "N", "C", "P", "O", "O", "C", "N", "H", "H", "H", "H", "H", "H", "H", "H", "H", "H", "O", "C", "O", "C", "C", "C", "C", "C", "C", "N", "O", "O", "N", "O", "O", "H", "H", "H", "N", "C", "S", "N", "C", "C", "C", "C", "C", "C", "H", "H", "H", "H", "H", "H", "H", "H", "Cl", "C", "Cl", "C", "O", "O", "H"],
  "xyz": [[-0.3209, 1.2543, 1.5167], [-1.1197, 2.9527, 2.8537], [-1.9709, 2.7396, 1.7431], [-2.6296, 1.5085, 1.9380], [-2.1982, 0.9665, 3.2078], [-1.3334, 1.8711, 3.7878], [-0.7203, 1.7728, 5.1420], [-2.6418, -0.3309, 3.7979], [-3.8522, 1.1197, 1.1794], [-2.3354, 3.7468, 0.6979], [-0.3406, 4.2015, 3.1033], [-1.3833, 2.2250, 5.8847], [0.2315, 2.2995, 5.1964], [-0.5473, 0.7378, 5.4276], [-3.4157, -0.1847, 4.5552], [-1.8058, -0.8382, 4.2845], [-3.0596, -0.9948, 3.0385], [-4.1458, 0.0854, 1.3525], [-3.7438, 1.2609, 0.1073], [-4.6736, 1.7587, 1.5210], [-3.3101, 4.1796, 0.9410], [-2.4127, 3.2976, -0.2925], [-1.6044, 4.5483, 0.6419], [0.4558, 4.0477, 3.8312], [-1.0051, 4.9709, 3.5068], [0.0975, 4.5822, 2.1802], [3.2424, -0.9914, 0.4394], [2.7769, -2.2594, 1.1134], [0.9460, -2.2741, 0.9031], [0.5914, -3.2802, -0.1438], [0.6385, -0.8072, 0.7927], [0.1682, -2.9737, 2.4154], [-0.8237, -3.9858, 1.9020], [3.5703, -1.1397, -0.5171], [3.9689, -0.5230, 0.9821], [2.4146, -0.3665, 0.4027], [3.0671, -2.1897, 2.1601], [3.2354, -3.1176, 0.6303], [-0.3494, -2.2087, 2.9860], [0.8762, -3.4783, 3.0675], [-1.2158, -4.5572, 2.6464], [-0.3451, -4.5514, 1.1909], [-1.5845, -3.5360, 1.3605], [0.8300, 3.7719, -0.3652], [0.6014, 2.6891, -0.8658], [-0.0371, 1.6909, -0.3373], [1.2131, 2.2712, -2.1835], [1.6854, 3.2060, -3.0949], [2.3147, 2.7476, -4.2359], [2.5459, 1.4088, -4.4915], [2.0899, 0.5215, -3.5388], [1.4011, 0.9159, -2.4109], [2.3950, -0.9163, -3.7021], [2.6184, -1.3262, -4.8146], [2.3698, -1.6107, -2.6951], [2.8040, 3.7384, -5.2286], [3.4397, 3.3113, -6.1680], [2.5237, 4.8999, -5.0313], [1.5675, 4.2646, -2.9130], [3.0690, 1.0843, -5.3777], [1.0113, 0.1873, -1.7136], [-2.8236, -2.9246, 0.0809], [-2.2568, -2.2535, -1.0368], [-2.0173, -0.6266, -0.9955], [-1.9402, -3.0998, -2.0276], [-1.2542, -2.8458, -3.2494], [-0.4446, -3.8699, -3.7287], [0.2398, -3.7156, -4.9215], [0.1185, -2.5382, -5.6480], [-0.7054, -1.5307, -5.1736], [-1.3986, -1.6720, -3.9772], [-3.3139, -2.2365, 0.6399], [-3.4801, -3.6508, -0.1918], [-1.9201, -4.0716, -1.7611], [-0.3357, -4.7839, -3.1555], [0.8714, -4.5171, -5.2813], [0.6560, -2.4110, -6.5780], [-0.8289, -0.6186, -5.7471], [-2.0504, -0.8882, -3.6312], [4.4566, 0.4425, 2.7878], [2.8086, 0.9959, 3.1075], [2.2202, 1.9229, 1.6883], [1.8143, -0.1490, 3.4411], [2.2850, -1.2122, 3.8307], [0.6016, 0.1623, 3.2864], [2.8635, 1.6978, 3.9343]],
  "atomic_forces_ev_per_a": [[-0.82, -0.63, 0.83], [0.06, 0.07, -0.19], [-0.04, 0.41, -0.14], [0.02, -0.09, 0.00], [-0.15, -0.12, -0.35], [0.40, 0.12, -0.03], [0.00, -0.02, 0.04], [0.00, -0.09, 0.07], [-0.02, -0.14, -0.02], [0.06, -0.09, -0.09], [0.06, -0.02, 0.01], [-0.01, 0.02, -0.02], [0.00, 0.00, -0.02], [-0.03, -0.01, 0.00], [0.00, 0.03, -0.02], [0.00, 0.03, -0.01], [0.03, 0.02, -0.02], [0.03, 0.00, -0.01], [0.02, 0.03, 0.02], [0.00, -0.02, 0.01], [0.03, 0.02, 0.00], [0.01, -0.02, 0.01], [0.04, 0.02, -0.01], [0.01, -0.01, -0.03], [0.03, 0.01, -0.02], [0.01, -0.01, 0.02], [-0.07, -0.40, -0.41], [0.24, 0.10, -0.21], [0.15, -0.38, -0.50], [-0.13, 0.14, 0.15], [-0.36, 0.64, -0.07], [-0.16, -0.07, 0.09], [0.32, -0.04, 0.34], [-0.21, -0.13, -0.04], [0.11, -0.02, 0.05], [-0.05, -0.01, -0.08], [-0.02, -0.07, -0.05], [0.00, 0.02, -0.03], [-0.01, 0.07, 0.04], [0.06, 0.02, 0.02], [0.03, -0.05, 0.01], [0.10, 0.00, -0.02], [-0.22, 0.15, -0.18], [-0.18, 0.09, 0.06], [0.34, -0.55, -0.21], [-0.29, 0.26, 0.57], [0.00, 0.20, -0.03], [-0.05, -0.05, 0.05], [0.12, 0.13, -0.17], [-0.04, 0.03, 0.06], [0.16, -0.25, -0.03], [0.02, -0.04, 0.00], [-0.40, -0.01, -0.04], [0.27, 0.12, 0.05], [0.21, 0.11, 0.08], [-0.10, -0.04, 0.03], [-0.01, 0.02, 0.03], [0.05, -0.04, -0.01], [0.01, 0.01, -0.01], [0.01, 0.01, -0.01], [-0.01, -0.03, 0.01], [-0.15, 0.09, 0.04], [0.09, 0.13, -0.22], [0.01, -0.15, 0.04], [0.03, -0.01, 0.05], [0.05, 0.01, 0.05], [0.04, 0.04, 0.01], [-0.01, 0.00, -0.04], [-0.11, -0.11, 0.01], [-0.06, 0.09, -0.02], [0.00, -0.08, -0.05], [-0.03, 0.04, -0.01], [0.02, -0.03, -0.04], [-0.02, -0.10, -0.06], [0.01, 0.02, 0.00], [0.01, 0.03, 0.01], [-0.01, -0.01, 0.03], [0.01, -0.04, 0.04], [-0.02, 0.04, 0.02], [0.31, 0.20, 0.47], [-0.08, 0.16, -0.11], [0.27, 0.37, 0.16], [-0.44, -0.23, 0.02], [-0.06, 0.09, 0.05], [0.52, -0.02, -0.02], [0.01, 0.01, 0.01]]
}